No. 1
A structure of composition C58H44ClF4NO4P2PdS in a non-equilibrium geometry. Source: OMol25; level of theory: ωB97M-V with the def2-TZVPD basis set.

## Properties
* gap between HOMO and LUMO: 4.13 eV
* HOMO level: -6.5 eV
* electronic energy: -4660.44541 hartree

Element x y z (Å)
O  2.015  9.210  -8.878
N  2.433  9.259  -7.697
O  3.345  10.035  -7.330
C  1.832  8.400  -6.729
C  2.235  8.463  -5.382
C  1.515  7.768  -4.416
C  0.410  6.979  -4.784
S  -0.557  6.150  -3.493
C  0.234  4.560  -3.160
Cl  -0.155  3.370  -4.363
O  -0.349  6.863  -2.250
O  -1.883  5.980  -4.029
C  0.048  6.871  -6.140
C  0.759  7.572  -7.111
H  3.085  9.086  -5.109
H  1.782  7.871  -3.365
H  1.294  4.828  -3.160
H  -0.810  6.271  -6.437
H  0.482  7.524  -8.162
F  -2.912  2.358  4.447
C  -1.889  1.702  3.794
C  -1.310  0.610  4.453
C  -0.168  0.053  3.864
F  0.657  -0.756  4.633
C  0.382  0.548  2.639
C  -0.343  1.601  1.934
C  0.163  1.965  0.668
C  -0.285  2.991  -0.185
C  0.490  3.464  -1.234
C  1.885  3.175  -1.293
C  2.612  2.859  -2.485
C  3.938  2.459  -2.414
F  4.575  2.107  -3.589
C  4.662  2.356  -1.231
C  3.949  2.663  -0.074
F  4.569  2.456  1.142
C  2.646  3.123  -0.082
Pd  -0.421  -1.311  1.916
P  -2.438  -2.332  1.769
C  -3.675  -1.050  2.122
C  -3.870  -0.046  1.159
C  -4.746  1.006  1.419
C  -5.421  1.067  2.640
C  -5.225  0.069  3.599
C  -4.361  -0.996  3.343
C  -3.031  -3.016  0.195
C  -4.409  -3.088  -0.088
C  -4.848  -3.678  -1.276
C  -3.922  -4.200  -2.184
C  -2.552  -4.120  -1.912
C  -2.108  -3.520  -0.733
C  -2.623  -3.656  2.998
C  -3.273  -4.864  2.683
C  -3.326  -5.894  3.623
C  -2.726  -5.738  4.877
C  -2.079  -4.541  5.195
C  -2.029  -3.503  4.263
P  1.284  -2.448  0.970
C  2.739  -2.274  2.040
C  3.013  -3.234  3.028
C  4.005  -2.987  3.979
C  4.728  -1.789  3.951
C  4.467  -0.838  2.959
C  3.482  -1.079  2.001
C  1.014  -4.220  0.694
C  1.306  -4.824  -0.545
C  0.912  -6.141  -0.787
C  0.240  -6.870  0.198
C  -0.016  -6.290  1.443
C  0.386  -4.980  1.699
C  1.814  -1.732  -0.603
C  3.128  -1.940  -1.063
C  3.523  -1.416  -2.292
C  2.620  -0.681  -3.063
C  1.328  -0.443  -2.594
C  0.911  -0.985  -1.379
C  -1.450  2.201  2.574
H  -1.687  0.253  5.408
H  1.459  0.475  2.482
H  1.002  1.349  0.321
H  -1.310  3.362  -0.053
H  -0.116  4.180  -2.051
H  2.109  2.861  -3.448
H  5.697  2.043  -1.209
H  2.178  3.383  0.867
H  -3.330  -0.087  0.210
H  -4.895  1.783  0.667
H  -6.092  1.901  2.851
H  -5.742  0.124  4.558
H  -4.218  -1.783  4.085
H  -5.134  -2.681  0.617
H  -5.916  -3.729  -1.488
H  -4.267  -4.671  -3.106
H  -1.824  -4.528  -2.614
H  -1.039  -3.448  -0.520
H  -3.732  -4.994  1.704
H  -3.835  -6.824  3.369
H  -2.761  -6.552  5.603
H  -1.610  -4.409  6.171
H  -1.506  -2.575  4.511
H  2.449  -4.167  3.048
H  4.208  -3.732  4.749
H  5.492  -1.594  4.704
H  5.027  0.098  2.926
H  3.292  -0.334  1.223
H  1.836  -4.262  -1.313
H  1.128  -6.596  -1.754
H  -0.080  -7.894  -0.003
H  -0.534  -6.854  2.220
H  0.192  -4.536  2.679
H  3.838  -2.512  -0.463
H  4.540  -1.583  -2.651
H  2.931  -0.280  -4.028
H  0.638  0.169  -3.178
H  -0.112  -0.821  -1.025
H  -1.962  3.051  2.118

Löwdin population analysis, charges in e, atoms 1 to 2: 0.05 -0.32

No. 2
A structure of composition C5H12N2O2 in a non-equilibrium geometry. Source: OMol25; level of theory: ωB97M-V with the def2-TZVPD basis set.

## Properties
* energy relative to the best compared isomer or geometry (same formula, charge and spin): 4.5373 eV
* gap between HOMO and LUMO: 8.02 eV
* HOMO level: -7.3 eV
* electronic energy: -457.58217 hartree

Element x y z (Å)
C  1.496  -0.498  0.971
C  1.295  -1.687  0.071
C  1.912  1.294  -0.737
N  0.992  1.497  -1.685
O  2.722  -0.569  1.523
O  3.046  1.695  -0.688
H  2.841  0.150  2.157
H  1.354  0.656  0.315
H  1.211  2.109  -2.461
H  0.031  1.167  -1.558
H  2.218  -2.026  -0.410
H  0.540  -1.478  -0.685
H  0.928  -2.505  0.697
C  -3.142  -0.232  0.854
C  -1.856  0.167  0.204
N  -1.685  0.553  -0.989
H  -2.557  0.627  -1.517
H  -0.961  0.094  0.826
H  -3.321  0.392  1.732
H  -3.073  -1.263  1.206
H  -3.990  -0.141  0.173

Löwdin population analysis, charges in e, atoms 1 to 2: -0.24 -0.11

Q: The lowest electronic energy belongs to which entry?
A: C58H44ClF4NO4P2PdS